Entry 1:
C38H36N3O4ReS6 | ωB97M-V with the def2-TZVPD basis set

```
88
Properties=species:S:1:pos:R:3:mulliken_spin:R:1
Re -0.91 -0.17 1.11 1.019
S 1.83 1.41 2.34 0.009
S 2.59 -0.10 -0.90 0.001
S -2.34 -5.08 -1.14 0.000
S -1.94 0.34 3.06 -0.073
S -3.14 -0.46 0.31 -0.057
S -0.95 1.99 0.14 0.006
O 1.87 2.23 1.16 0.002
O 1.13 -3.43 2.46 0.005
O 3.07 1.06 2.99 0.000
O -0.48 -2.08 1.73 -0.008
N 1.04 -0.49 -0.99 0.027
N -1.21 -2.76 -1.01 -0.010
N 0.97 0.08 2.06 0.050
C -2.47 0.95 -3.50 -0.003
C 2.59 -2.76 -0.52 0.005
C 1.34 -1.09 2.90 -0.005
C 0.31 3.54 3.14 0.002
C 0.89 2.34 3.51 -0.002
C -0.49 4.22 4.05 -0.004
C 3.29 -1.72 -1.10 0.001
C -1.79 0.89 -2.29 -0.020
C 3.14 -4.03 -0.51 0.000
C 0.67 -2.32 2.32 0.003
C -1.17 -4.70 -2.35 0.001
C 2.83 0.12 -3.66 0.000
C 0.69 1.83 4.79 0.006
C 3.60 1.97 -2.31 -0.001
C 3.09 0.69 -2.42 0.002
C 0.31 -2.89 -2.94 -0.010
C -2.49 3.13 -1.79 0.004
C -0.72 3.72 5.33 0.004
C -2.07 -3.52 -0.44 0.006
C 3.64 2.12 -4.71 0.000
C 3.89 2.69 -3.47 0.000
C -3.17 3.18 -3.00 -0.002
C -3.59 0.65 2.70 0.010
C 5.09 -3.20 -1.66 0.000
C 4.39 -4.25 -1.08 0.000
C 3.11 0.83 -4.81 0.000
C -4.11 0.30 1.50 -0.002
C -0.70 -5.48 -3.41 0.000
C -4.41 1.28 3.80 -0.001
C -0.67 -3.42 -2.11 0.013
C -1.59 4.47 6.31 0.000
C 4.55 -1.92 -1.66 0.000
C -0.11 2.52 5.69 0.000
C 0.78 -3.66 -3.99 -0.001
C -1.81 1.97 -1.41 -0.016
C -5.56 0.52 1.17 0.000
C -3.17 2.09 -3.86 0.001
C 0.28 -4.95 -4.22 0.000
H -3.70 2.13 -4.80 0.000
H -2.45 4.91 5.81 0.000
H 0.53 0.38 -0.87 -0.012
H -5.78 0.20 0.15 -0.003
H 1.15 0.90 5.08 0.000
H 2.40 -0.88 -3.72 0.000
H 0.69 -1.90 -2.71 0.005
H -5.32 0.71 3.99 0.002
H -1.95 3.81 7.10 0.000
H -2.46 0.09 -4.15 0.000
H -1.09 -6.48 -3.58 0.000
H 1.56 -3.27 -4.63 0.000
H -2.60 -3.23 0.46 0.000
H -0.96 5.16 3.76 0.000
H 0.46 3.91 2.14 0.001
H 3.85 2.68 -5.61 0.000
H -5.82 1.58 1.25 0.000
H -4.71 2.30 3.52 -0.001
H -3.71 4.09 -3.27 0.000
H 0.66 -5.53 -5.05 0.000
H 3.75 2.40 -1.33 0.000
H 1.61 -2.58 -0.09 -0.002
H 4.82 -5.24 -1.07 0.000
H 2.41 -1.23 2.95 -0.002
H 6.06 -3.37 -2.10 0.000
H -1.24 -0.01 -2.02 0.046
H 0.95 -1.00 3.92 0.004
H 2.59 -4.84 -0.05 0.000
H 2.91 0.40 -5.78 0.000
H -2.50 3.98 -1.12 -0.001
H -3.85 1.35 4.72 0.000
H 4.28 3.69 -3.40 0.000
H -0.28 2.11 6.68 0.000
H -1.03 5.29 6.78 0.000
H -6.22 -0.03 1.85 0.000
H 5.09 -1.10 -2.11 0.000
```

Properties
Spin multiplicity: 2
Electronic energy in a.u.: -4402.377033
Net charge: -1
Highest occupied orbital energy (spin up / spin down) in eV: -4.35 / -4.20
Gap between HOMO and LUMO (spin up / spin down) in eV: 6.2777 / 6.4102
Energy relative to the best compared isomer or geometry (same formula, charge and spin) in kJ/mol: 154.6
Lowest unoccupied orbital energy (spin up / spin down) in eV: 1.9 / 2.2

***

Entry 2:
C38H36NP2STl | ωB97M-V with the def2-TZVPD basis set

```
79
Properties=species:S:1:pos:R:3:lowdin_charge:R:1
Tl 1.49 0.29 0.55 0.512
S 1.00 -1.46 2.71 0.406
P 0.40 -2.23 -0.79 0.931
P -1.68 0.20 0.28 0.993
N 0.87 2.38 -1.93 0.076
C -3.91 -0.02 2.02 -0.094
C -0.36 -1.41 -5.27 -0.081
C -2.65 1.47 -0.62 -0.361
C -4.01 3.55 -1.90 -0.085
C -1.14 -2.36 -4.63 -0.074
C -1.30 -2.52 -0.08 -0.394
C -4.53 0.04 3.26 -0.083
C 1.04 -3.95 -0.84 -0.355
C 2.30 -0.52 3.46 -0.790
C 2.03 0.43 4.44 -0.136
C 0.63 -0.73 -4.58 -0.080
C 1.11 4.58 -0.92 -0.045
C 0.03 -1.93 -2.56 -0.395
C -2.28 -1.40 -0.43 -0.392
C 4.64 0.12 3.60 -0.101
C 1.52 -5.97 0.39 -0.079
C -2.87 3.82 -1.15 -0.086
C 2.01 -6.56 -0.77 -0.092
C 3.04 3.19 -1.21 -0.082
C 3.25 5.32 -0.11 -0.105
C 3.64 -0.67 3.06 -0.174
C -3.79 1.21 -1.37 -0.091
C -1.83 0.62 3.03 -0.118
C -4.47 2.25 -2.01 -0.081
C 3.82 4.14 -0.58 -0.089
C -3.80 0.40 4.38 -0.084
C -2.46 0.70 4.27 -0.073
C 3.03 1.23 4.97 -0.098
C 1.89 5.53 -0.29 -0.090
C 0.82 -1.00 -3.22 -0.114
C -0.94 -2.63 -3.28 -0.099
C 4.34 1.09 4.54 -0.111
C -2.55 0.26 1.90 -0.352
C -2.20 2.79 -0.51 -0.123
C 1.05 -4.67 0.36 -0.097
C 1.67 3.39 -1.38 -0.365
C 1.55 -4.54 -1.99 -0.089
C 2.03 -5.84 -1.95 -0.086
H -0.06 2.67 -2.18 0.078
H 1.26 -0.01 -5.08 0.104
H 1.51 -6.53 1.32 0.105
H 4.88 3.96 -0.45 0.104
H 3.49 2.27 -1.58 0.099
H -5.59 -0.18 3.34 0.102
H -4.17 0.20 -1.47 0.097
H -1.67 -3.50 -0.41 0.085
H 5.67 -0.02 3.27 0.099
H 0.71 -4.20 1.28 0.076
H 2.79 1.98 5.72 0.098
H -1.88 0.98 5.14 0.104
H -2.36 -1.28 -1.52 0.061
H 1.43 6.44 0.08 0.102
H 1.00 0.55 4.78 0.086
H -0.77 0.81 2.95 0.050
H -0.52 -1.19 -6.32 0.103
H 3.87 -1.44 2.33 0.092
H 0.05 4.75 -1.07 0.092
H -1.31 2.99 0.08 0.096
H 2.42 -6.30 -2.86 0.102
H 3.86 6.06 0.39 0.097
H 1.57 -3.99 -2.92 0.100
H -1.53 -3.40 -2.80 0.114
H 5.13 1.72 4.95 0.094
H 1.60 -0.49 -2.66 0.073
H -5.36 2.04 -2.58 0.104
H -4.29 0.45 5.35 0.102
H 2.39 -7.58 -0.74 0.101
H -1.17 -2.56 1.00 0.055
H -2.51 4.84 -1.06 0.101
H -1.89 -2.90 -5.18 0.105
H -4.50 -0.27 1.15 0.096
H -4.53 4.35 -2.40 0.103
H 1.30 1.84 -2.66 0.070
H -3.27 -1.63 -0.04 0.074
```

Properties
Electronic energy in a.u.: -2777.807369
Highest occupied orbital energy in eV: -6.88
Gap between HOMO and LUMO in eV: 7.2641
Energy relative to the best compared isomer or geometry (same formula, charge and spin) in kJ/mol: 20.5
Lowest unoccupied orbital energy in eV: 0.4

***

Entry 3:
C38H36O5PtS6 | ωB97M-V with the def2-TZVPD basis set

```
86
Properties=species:S:1:pos:R:3:lowdin_charge:R:1
Pt -0.60 1.56 0.60 0.791
S -1.12 3.30 -3.84 0.867
S -2.93 2.65 0.01 0.499
S 0.27 4.56 1.58 0.854
S -3.75 2.85 -2.86 0.853
S 0.18 3.32 -1.14 0.486
S -3.37 3.17 -5.81 0.359
O -0.97 0.37 -1.03 -0.278
O -0.29 3.29 2.15 -0.652
O 1.52 -3.14 0.32 -0.031
O 0.07 -3.07 -1.43 -0.019
O 0.62 0.09 1.72 -0.254
C -2.69 -2.87 -0.22 -0.044
C 0.26 5.68 3.07 -0.309
C 3.51 -0.98 -0.40 -0.040
C -2.74 -0.83 -5.09 -0.112
C 3.61 1.77 -0.69 -0.085
C 4.53 0.97 -1.36 -0.115
C -1.75 -1.14 -2.49 -0.121
C -0.90 -1.23 -3.59 -0.014
C 4.06 -1.30 4.03 -0.103
C 2.33 -2.92 4.31 -0.100
C 2.64 1.18 0.11 -0.056
C 3.52 -2.36 4.74 -0.130
C -3.53 -3.42 0.73 -0.104
C -1.72 6.38 1.87 -0.240
C -2.50 -0.89 1.10 -0.044
C -2.51 2.94 -1.63 -1.174
C 2.25 -1.40 2.42 -0.100
C 0.71 -1.95 0.49 -0.146
C -3.10 -0.91 -2.71 -0.023
C 2.56 -0.19 0.25 -0.152
C -3.86 -2.71 1.88 -0.120
C -1.18 -1.00 -1.07 -0.408
C 2.18 -4.19 -1.72 0.009
C -0.55 6.91 2.70 -0.260
C -3.34 -1.44 2.06 -0.075
C 4.48 -0.41 -1.20 -0.100
C -1.40 -1.08 -4.88 -0.088
C 0.33 -5.14 -0.29 0.012
C 1.70 -2.44 3.17 -0.019
C -3.60 -0.75 -4.00 -0.096
C -1.08 5.50 0.80 -0.374
C 0.18 -1.73 -0.93 -0.149
C -2.17 -1.59 -0.04 -0.150
C -1.26 3.18 -2.10 -1.153
C 3.43 -0.83 2.89 -0.018
C 1.50 -0.81 1.19 -0.449
C -2.78 3.12 -4.25 -1.540
C 1.02 -3.88 -0.78 -0.600
H 3.85 0.01 2.36 0.115
H 3.63 2.84 -0.81 0.095
H -3.94 -4.42 0.58 0.088
H -2.33 7.17 1.44 0.108
H 1.05 -5.79 0.20 0.082
H -0.12 -5.67 -1.14 0.084
H -2.36 5.76 2.51 0.117
H 0.05 7.59 2.09 0.106
H -3.12 -0.65 -6.09 0.090
H -0.22 5.08 3.84 0.087
H -0.61 6.08 0.01 0.086
H 2.99 -4.67 -1.17 0.085
H -0.13 -2.18 1.15 0.143
H 2.55 -3.26 -2.16 0.082
H 5.21 -1.04 -1.71 0.088
H -1.75 4.77 0.36 -0.009
H 1.84 -4.85 -2.52 0.081
H -2.44 -3.42 -1.12 0.117
H -3.58 -0.87 2.95 0.098
H 0.76 -2.88 2.87 0.114
H -3.77 -0.80 -1.87 0.123
H 1.93 1.80 0.65 0.059
H -4.52 -3.15 2.63 0.083
H 1.29 5.89 3.35 0.074
H 4.02 -2.75 5.62 0.083
H 0.91 -1.16 -1.51 0.155
H 3.49 -2.05 -0.25 0.105
H 4.98 -0.84 4.36 0.089
H -0.88 7.46 3.59 0.101
H -4.65 -0.54 -4.15 0.097
H -0.72 -1.13 -5.73 0.093
H 1.88 -3.75 4.86 0.090
H 0.15 -1.41 -3.45 0.111
H -2.06 0.10 1.23 0.023
H -0.46 -4.87 0.41 0.083
H 5.29 1.43 -1.99 0.085
```

Properties
Electronic energy in a.u.: -4354.298262
Net charge: -2
Highest occupied orbital energy (spin up / spin down) in eV: -0.80 / -0.80
Gap between HOMO and LUMO (spin up / spin down) in eV: 4.7038 / 4.7102
Energy relative to the best compared isomer or geometry (same formula, charge and spin) in kJ/mol: 210.9
Lowest unoccupied orbital energy (spin up / spin down) in eV: 3.9 / 3.9

***

Entry 4:
C38H37BrCuGeN2O2S | ωB97M-V with the def2-TZVPD basis set

```
83
Properties=species:S:1:pos:R:3:mulliken_spin:R:1
Br -5.71 4.58 -2.97 0.000
Ge -2.43 -0.07 0.02 0.099
Cu -0.16 0.73 0.59 0.445
S 2.90 0.00 0.18 0.003
O 0.05 3.94 0.72 0.011
O 0.03 2.14 -0.61 -0.011
N 3.42 -1.55 2.23 0.003
N 1.26 2.97 3.31 -0.002
C 1.92 3.02 4.61 0.000
C -3.84 3.36 2.07 0.008
C -7.27 2.04 1.67 0.001
C -3.13 2.37 1.38 -0.088
C -3.55 5.11 -1.18 0.000
C -3.61 -2.67 3.15 -0.007
C -3.93 -3.86 2.53 0.013
C -3.15 -1.60 2.41 0.005
C 0.12 -1.45 2.55 0.061
C -3.01 -1.70 1.03 0.068
C -1.90 3.14 -2.24 -0.006
C -1.51 3.84 -1.10 0.019
C -3.29 -2.91 0.42 0.016
C -5.19 3.24 2.18 0.000
C -5.12 1.15 0.91 0.012
C -2.32 4.85 -0.60 0.000
C 2.99 -3.86 2.42 0.002
C -3.71 1.28 0.81 0.175
C 2.92 -1.47 0.95 0.004
C -3.00 -0.42 -1.89 0.060
C -3.76 -3.98 1.16 -0.008
C 0.05 0.73 3.50 -0.242
C -0.37 3.31 -0.27 -0.001
C 0.06 0.18 4.77 -0.007
C -5.86 2.15 1.59 0.003
C 3.44 -2.70 2.96 0.000
C 2.47 -2.69 0.38 0.001
C -5.83 0.07 0.34 -0.015
C 0.14 -2.01 3.82 0.013
C -7.19 0.00 0.41 -0.002
C -7.92 1.00 1.08 0.000
C -3.11 3.41 -2.84 -0.002
C -0.05 2.23 3.37 0.038
C 0.07 -0.07 2.35 0.329
C -3.95 4.36 -2.27 0.000
C 0.09 -1.19 4.94 0.001
C 2.50 -3.85 1.09 0.005
C 2.15 2.41 2.28 0.007
H 3.84 -2.64 3.95 0.000
H 0.14 -2.10 1.69 0.013
H -4.20 5.87 -0.77 0.000
H -5.78 3.97 2.72 0.000
H 1.26 3.46 5.36 0.000
H -4.30 -4.69 3.11 0.001
H -3.16 -3.01 -0.65 0.002
H -1.99 5.41 0.26 0.000
H -2.34 -1.16 -2.35 -0.004
H 0.16 -3.09 3.94 0.000
H -3.44 2.86 -3.71 0.000
H -9.00 0.92 1.12 0.000
H -0.61 2.65 4.21 0.002
H -7.71 -0.82 -0.05 0.000
H -4.02 -0.80 -1.96 0.009
H -7.82 2.80 2.20 0.001
H 3.14 2.85 2.35 0.003
H 2.99 -4.77 2.99 0.000
H 0.02 0.82 5.65 0.001
H 2.15 -4.77 0.66 0.000
H -3.74 -2.57 4.22 0.000
H -3.31 4.19 2.51 0.001
H 1.01 3.91 2.98 -0.001
H -1.24 2.39 -2.65 -0.003
H 2.83 3.62 4.55 0.001
H -2.06 2.49 1.27 0.030
H 1.72 2.64 1.30 -0.003
H 3.78 -0.69 2.62 0.000
H -2.91 -0.66 2.89 -0.001
H -2.94 0.49 -2.48 -0.009
H 0.06 -1.62 5.93 0.000
H 2.09 -2.64 -0.62 -0.003
H -4.00 -4.92 0.67 0.000
H 2.18 2.00 4.92 0.000
H -5.26 -0.70 -0.16 0.011
H 2.20 1.33 2.38 0.014
H -0.57 2.48 2.45 -0.075
```

Properties
Spin multiplicity: 2
Electronic energy in a.u.: -8419.802201
Highest occupied orbital energy (spin up / spin down) in eV: -6.50 / -7.61
Gap between HOMO and LUMO (spin up / spin down) in eV: 6.4596 / 7.3156
Energy relative to the best compared isomer or geometry (same formula, charge and spin) in kJ/mol: 0.0
Lowest unoccupied orbital energy (spin up / spin down) in eV: 0.0 / -0.3

***

Entry 5:
C38H37F4MoN6O2 | ωB97M-V with the def2-TZVPD basis set

```
88
Properties=species:S:1:pos:R:3:lowdin_charge:R:1
Mo -0.21 -0.52 -0.25 1.480
F 0.48 4.28 -1.44 0.037
F 2.40 -0.10 -2.00 0.051
F 4.78 1.03 -2.19 0.063
F 2.83 5.30 -1.81 0.061
O 1.69 -2.50 -1.43 -0.215
O -3.67 -2.61 0.71 0.000
N -0.61 -1.46 -2.14 -0.037
N 0.08 1.32 -1.58 -0.099
N -2.55 0.36 -3.06 -0.280
N -1.97 0.50 0.68 -0.032
N -1.53 -1.97 0.16 -0.124
N 0.46 0.07 1.33 -0.116
C 2.90 -3.22 -1.54 -0.097
C 3.02 1.30 1.56 -0.025
C -0.19 -1.08 -3.36 -0.135
C -2.08 1.75 1.15 -0.163
C 4.55 2.55 2.91 -0.112
C 1.93 -2.39 1.00 -0.085
C 3.88 3.20 -1.98 0.026
C 3.71 1.83 -1.99 -0.242
C 2.47 1.25 -1.85 -0.176
C 2.55 1.65 3.89 -0.045
C 1.06 -1.06 4.58 -0.050
C 0.96 0.30 2.48 -0.334
C -1.09 -3.62 -3.10 -0.031
C -2.96 -0.37 1.05 -0.204
C -1.02 -0.02 4.00 -0.019
C -1.05 2.14 -2.01 -0.228
C -1.40 -3.16 -0.64 -0.165
C -1.59 -0.51 5.15 -0.088
C -0.17 -1.91 -4.46 -0.069
C -0.85 -1.28 6.03 -0.112
C 0.48 -1.56 5.73 -0.098
C 1.30 -1.89 -0.28 -0.356
C -3.17 2.22 1.85 -0.058
C 2.73 3.95 -1.81 -0.230
C -2.59 0.75 -4.45 -0.114
C 1.49 3.38 -1.64 -0.131
C -0.65 -3.21 -4.35 -0.068
C 0.32 -0.26 3.70 -0.174
C 1.25 1.97 -1.64 -0.209
C -2.43 1.49 -2.16 -0.210
C 3.72 2.37 4.00 -0.108
C -1.04 -2.74 -2.03 -0.260
C -3.71 -0.44 -2.71 -0.083
C -4.12 0.04 1.70 -0.008
C -4.26 1.35 2.09 -0.065
C 2.18 1.08 2.66 -0.170
C 4.18 2.01 1.68 -0.085
C -2.77 -1.75 0.65 -0.494
H 0.15 -0.06 -3.45 0.101
H -0.68 -3.88 -5.20 0.095
H 1.06 -2.18 6.40 0.094
H -1.25 2.41 0.94 0.117
H -0.78 2.58 -2.98 0.115
H -3.10 2.31 -2.49 0.122
H -2.68 -0.15 -5.06 0.077
H 2.72 0.86 0.61 0.086
H 0.20 -1.54 -5.41 0.100
H -1.22 2.96 -1.31 0.094
H 3.03 -3.42 -2.61 0.088
H 1.15 -2.84 1.61 0.080
H 2.31 -1.54 1.56 0.055
H -5.17 1.71 2.56 0.096
H -3.79 -1.28 -3.41 0.085
H -3.20 3.23 2.20 0.101
H 5.48 3.09 3.01 0.088
H -2.35 -3.72 -0.62 0.118
H 1.90 1.53 4.75 0.107
H -1.67 1.27 -4.72 0.078
H -2.63 -0.28 5.38 0.097
H -3.45 1.42 -4.67 0.083
H 3.99 2.80 4.96 0.092
H 4.85 3.66 -2.11 0.117
H 2.86 -4.19 -1.01 0.083
H 3.74 -2.63 -1.18 0.093
H -1.47 -4.61 -2.94 0.110
H -4.64 0.14 -2.76 0.087
H 4.82 2.16 0.82 0.094
H -3.60 -0.84 -1.71 0.071
H 2.10 -1.26 4.37 0.116
H -1.29 -1.64 6.95 0.090
H 2.74 -3.11 0.87 0.054
H -2.78 1.17 -1.18 0.076
H -1.60 0.60 3.34 0.082
H -4.87 -0.72 1.87 0.115
H -0.61 -3.81 -0.24 0.127
```

Properties
Electronic energy in a.u.: -2416.915909
Net charge: -1
Highest occupied orbital energy (spin up / spin down) in eV: -2.64 / -2.64
Gap between HOMO and LUMO (spin up / spin down) in eV: 5.2667 / 5.2659
Energy relative to the best compared isomer or geometry (same formula, charge and spin) in kJ/mol: 119.8
Lowest unoccupied orbital energy (spin up / spin down) in eV: 2.6 / 2.6